No. 1
# C16H5Br2Cl5NO3Re

A structure of composition C16H5Br2Cl5NO3Re (the ωB97M-V functional and the def2-TZVPD basis, the Open Molecules 2025 dataset).

Positions of all 33 atoms, in Å:
Re 0.49476 -0.60914 -0.42627
Cl 3.27940 -0.47449 -2.08078
C 3.50140 -0.46013 -0.36282
C 2.35171 -0.49787 0.41393
C 2.47274 -0.50454 1.79263
Cl 0.98271 -0.56090 2.69654
C 3.70701 -0.47428 2.41749
Cl 3.82280 -0.48300 4.12465
C 4.85383 -0.43328 1.61307
Cl 6.39095 -0.38968 2.34803
C 4.75836 -0.42605 0.21210
Cl 6.16144 -0.38010 -0.76462
Br -0.00453 4.37602 -0.65763
C -1.36400 3.10320 -0.58453
C -2.71810 3.51505 -0.53109
C -3.73123 2.60185 -0.47362
Br -5.50610 3.20327 -0.40626
C -3.45354 1.20370 -0.47182
C -4.40062 0.16230 -0.42995
C -3.98413 -1.14660 -0.44696
C -2.61948 -1.43580 -0.50975
N -1.70341 -0.47892 -0.54763
C -2.10662 0.82806 -0.52152
C -1.06563 1.77211 -0.56645
O 0.19320 1.25824 -0.62059
H -2.94101 4.57240 -0.53818
H -5.45463 0.40282 -0.38733
H -4.69525 -1.95889 -0.41531
H -2.25127 -2.45349 -0.53423
O 2.48944 -3.36238 -0.72487
C 1.32072 -3.51258 -0.84368
O 0.39626 -2.49860 -0.69383
H 0.82282 -4.45832 -1.07872

Computed properties:
Kohn-Sham gap (alpha / beta): 5.560 / 6.763 eV
Energy: -8420.21453 Ha
E_LUMO (alpha / beta): -6.16 / -5.31 eV
Expectation value of S²: 3.787
HOMO level (alpha / beta): -0.431 / -0.444 Eh
ΔE to the lowest compared entry with this formula, charge and spin: 0.0 kcal/mol
2S+1: 4
Charge: +1
M: 782.5 g mol⁻¹

No. 2
# C16H60BrN26O17P

A cluster of 14 separate species, C16H60BrN26O17P in total in a non-equilibrium geometry (the ωB97M-V functional and the def2-TZVPD basis, the Open Molecules 2025 dataset).

Positions of all 121 atoms, in Å:
O -2.29890 -0.45215 -2.23508
P -0.86639 -0.39967 -1.95474
O -0.48047 0.85629 -1.09295
O -0.01781 -0.31481 -3.26690
O -0.39912 -1.68038 -1.16109
C 0.89438 -1.73748 -0.49916
C 0.78070 -2.27598 0.93228
C -0.60326 -2.73878 1.32520
Br -0.72858 -2.73237 3.26179
H -0.76032 0.70827 -0.17606
H -0.30053 -1.03386 -3.87325
H 1.51761 -2.37055 -1.09657
H 1.36961 -0.76663 -0.48554
H 1.46218 -3.11364 1.02128
H 1.13964 -1.53859 1.63746
H -0.78141 -3.76268 1.03753
H -1.39478 -2.10715 0.96183
C -1.63395 -3.96713 6.82322
O -0.79741 -3.09302 6.63403
N -2.93966 -3.79901 6.46007
N -1.32725 -5.16210 7.40040
H -3.64548 -4.49510 6.60222
H -3.19098 -2.93274 6.02317
H -0.36591 -5.33142 7.65169
H -2.00680 -5.87739 7.57288
C 1.42123 -7.88455 6.91326
O 1.41738 -6.72031 7.28717
N 2.27498 -8.81080 7.43264
N 0.57184 -8.33276 5.93677
H 2.29873 -9.76844 7.13927
H 2.91097 -8.50016 8.14315
H -0.07237 -7.67055 5.54462
H 0.55706 -9.27939 5.60812
C -0.64350 -3.59434 -4.74656
O -1.03278 -2.45152 -4.95641
N -0.34683 -3.99590 -3.47293
N -0.48615 -4.51305 -5.74162
H 0.01854 -4.89039 -3.20864
H -0.58121 -3.29541 -2.78865
H -0.72387 -4.22633 -6.67302
H -0.16015 -5.44698 -5.58313
C -2.91327 1.69102 -5.89173
O -2.91224 2.52943 -6.78078
N -2.31422 1.91421 -4.67931
N -3.50633 0.46758 -6.01324
H -2.31050 1.23710 -3.93620
H -1.86050 2.79638 -4.54702
H -3.96733 0.23368 -6.87980
H -3.49498 -0.20219 -5.26573
C 2.96039 -4.56929 4.17070
O 3.56685 -4.05369 3.24298
N 3.15235 -5.88502 4.51700
N 2.04898 -3.90447 4.92818
H 2.68370 -6.31878 5.28948
H 3.81737 -6.40736 3.98151
H 1.87808 -2.94071 4.71059
H 1.53362 -4.32850 5.67885
C -1.59059 3.61127 0.81314
O -1.44273 2.59020 1.48299
N -1.66080 3.55928 -0.54425
N -1.69062 4.85584 1.35350
H -1.78799 4.36587 -1.12870
H -1.57974 2.62970 -0.90151
H -1.68196 4.90320 2.35396
H -1.81188 5.68955 0.78267
C -6.21242 -0.27634 -8.72191
O -5.01004 -0.12839 -8.59849
N -6.75324 -1.32651 -9.41641
N -7.10732 0.60154 -8.17683
H -7.73817 -1.46388 -9.53336
H -6.11412 -1.97979 -9.82640
H -6.72866 1.37945 -7.66839
H -8.10052 0.50685 -8.26203
C -2.17541 7.90559 -1.18232
O -2.10818 6.81160 -0.61509
N -2.35762 7.99028 -2.53261
N -2.06760 9.06889 -0.51194
H -2.41072 8.86367 -3.01987
H -2.44237 7.13619 -3.04921
H -1.89063 9.01456 0.47910
H -2.08655 9.97004 -0.94921
C -0.24390 0.71646 6.33243
O 0.18317 1.85014 6.47058
N -1.39680 0.43813 5.64518
N 0.38059 -0.38456 6.85506
H -1.73143 -0.49935 5.52802
H -1.90331 1.20081 5.23849
H 1.22627 -0.22465 7.36689
H 0.02370 -1.32290 6.76417
C -0.78083 8.11929 3.73193
O -1.31121 8.77422 2.84169
N -0.56414 8.64601 4.97394
N -0.35827 6.83914 3.54663
H -0.13469 8.13564 5.72167
H -0.86958 9.58704 5.13412
H -0.51415 6.41589 2.64804
H 0.09314 6.29971 4.26176
C 3.75249 -2.06589 -4.24911
O 3.81982 -1.81586 -3.05664
N 2.61486 -2.51957 -4.84837
N 4.84565 -1.92034 -5.05110
H 2.55963 -2.72812 -5.82677
H 1.79921 -2.63857 -4.27776
H 5.68141 -1.57663 -4.61959
H 4.86670 -2.13246 -6.03027
C 1.24436 10.17742 -0.44839
O 0.22888 10.84411 -0.55631
N 2.21401 10.16548 -1.42038
N 1.47878 9.38458 0.63289
H 3.04994 9.61769 -1.35877
H 2.06071 10.73607 -2.22893
H 0.75318 9.33365 1.33147
H 2.29904 8.81799 0.73098
C 7.57989 -4.45434 -3.42661
O 7.54667 -4.55412 -4.64146
N 8.37556 -5.25823 -2.65022
N 6.83131 -3.53773 -2.74555
H 8.41862 -5.19234 -1.65156
H 8.93791 -5.93887 -3.12292
H 6.23971 -2.93948 -3.28712
H 6.84200 -3.43455 -1.74817

Computed properties:
Kohn-Sham gap: 8.656 eV
Energy: -6264.48630 Ha
E_LUMO: 0.02 eV
HOMO level: -0.317 Eh
M: 999.7 g mol⁻¹

No. 3
# C16H60MgO18

A structure of composition C16H60MgO18 in a non-equilibrium geometry (the ωB97M-V functional and the def2-TZVPD basis, the Open Molecules 2025 dataset).

Positions of all 95 atoms, in Å:
Mg 10.05390 11.44387 10.73752
C 10.27497 11.40780 8.37900
O 10.39740 11.17495 7.19345
O 11.38204 11.64617 8.99152
O 9.17454 11.78019 8.73526
C 7.34752 10.84510 11.33854
O 8.70205 10.48061 11.56092
H 6.88101 10.16802 10.62320
H 6.79029 10.91440 12.30372
H 7.32963 11.90672 10.97635
H 8.74528 9.59191 11.98956
C 10.64132 8.72373 9.93382
O 11.25907 9.36041 11.15717
H 9.62914 8.40714 10.25302
H 10.51194 9.42019 9.08391
H 11.24533 7.92308 9.55198
H 12.27112 9.23828 11.02706
C 12.09995 9.90703 15.11744
O 10.92375 9.73428 14.33292
H 11.88516 9.67469 16.14673
H 12.91389 9.21777 14.75960
H 12.50929 10.87496 14.96949
H 11.12108 9.39354 13.47166
C 14.31493 9.91810 11.48236
O 13.96415 8.75892 10.71859
H 14.10165 10.76906 10.83716
H 13.85502 9.89830 12.42998
H 15.41573 9.99968 11.56780
H 14.19864 9.07360 9.83710
C 14.84415 13.70121 8.28022
O 13.46309 13.76630 8.14238
H 15.15740 14.52993 8.90090
H 15.12776 12.73015 8.64226
H 15.35563 13.81704 7.31610
H 12.99180 12.93306 8.04662
C 6.85841 6.88627 8.15547
O 7.32494 7.53400 9.38462
H 7.43136 7.21953 7.29880
H 7.02989 5.80964 8.17301
H 5.79061 7.02395 7.88637
H 7.97130 8.19072 9.14001
C 12.08957 16.13986 9.53768
O 12.15112 15.02912 10.41044
H 11.42143 15.90171 8.70465
H 11.58587 16.97337 10.02033
H 13.05909 16.39956 9.12427
H 12.16779 14.28911 9.79246
C 7.91932 12.48922 14.99252
O 6.96288 12.96783 14.07963
H 8.53832 11.74958 14.51329
H 8.60637 13.27834 15.34566
H 7.32177 12.02973 15.79037
H 7.37636 13.50844 13.35993
C 13.09674 9.67168 6.64667
O 13.18008 9.80758 8.03624
H 12.86867 8.66519 6.25536
H 12.20372 10.19398 6.30148
H 13.96001 10.01650 6.02503
H 12.51019 10.53395 8.20676
C 6.14941 14.52145 8.38796
O 7.37535 14.62687 9.12223
H 6.34715 13.99185 7.43822
H 5.40408 14.03654 8.98888
H 5.74041 15.49500 8.14285
H 8.10572 14.15935 8.70468
C 6.52678 10.68398 7.93135
O 7.11136 10.83088 6.63610
H 5.57594 10.18165 7.87418
H 7.20128 9.95229 8.42020
H 6.61564 11.53164 8.62362
H 8.04568 11.08787 6.86070
C 7.83030 16.14354 12.22020
O 7.73117 14.74916 11.89256
H 8.56845 16.58882 11.54386
H 6.88181 16.68482 12.20419
H 8.23334 16.15859 13.25178
H 7.50826 14.68632 10.90292
C 7.04077 7.45839 12.72274
O 8.36552 7.92267 12.53011
H 6.45581 8.29040 13.22282
H 6.52743 7.30568 11.77342
H 6.96902 6.56741 13.36127
H 8.67070 7.55754 11.70685
C 9.74312 7.86624 6.25858
O 9.13294 8.43394 7.38182
H 10.21466 6.95283 6.62163
H 9.02059 7.58858 5.48845
H 10.40777 8.64369 5.80639
H 8.49096 9.13320 7.10909
C 11.83787 12.64431 13.06481
O 10.61384 12.10985 12.61231
H 12.39787 11.98233 13.69676
H 12.44751 12.98366 12.19792
H 11.65550 13.57498 13.57958
H 10.13763 11.64533 13.30801

Computed properties:
Kohn-Sham gap: 8.382 eV
Energy: -2199.87106 Ha
E_LUMO: 0.40 eV
HOMO level: -0.293 Eh
M: 564.9 g mol⁻¹